Below is a molecular structure, C38H48BrMgN2O2PS2SeSi at a distorted geometry, with properties calculated with the ωB97M-V functional and the def2-TZVPD basis.

CARTESIAN COORDINATES (ANGSTROEM)
1 Mg 0.594 -2.059 -0.644
2 C -0.133 -2.703 -3.793
3 O -0.625 -2.098 -2.609
4 C -1.965 -1.937 -2.489
5 C -2.876 -2.009 -3.524
6 C -4.215 -1.762 -3.244
7 Br -5.460 -1.843 -4.686
8 C -4.665 -1.426 -1.993
9 C -3.740 -1.354 -0.946
10 C -2.400 -1.634 -1.188
11 O -1.482 -1.716 -0.191
12 C -4.182 -0.948 0.389
13 N -5.395 -1.048 0.874
14 C -5.334 -0.500 2.136
15 C -6.312 -0.361 3.118
16 C -5.959 0.250 4.308
17 C -4.660 0.720 4.538
18 C -3.668 0.580 3.584
19 C -4.023 -0.042 2.395
20 N -3.318 -0.338 1.262
21 H -0.556 -3.705 -3.894
22 H 0.945 -2.781 -3.674
23 H -0.355 -2.082 -4.666
24 H -2.574 -2.268 -4.527
25 H -5.708 -1.233 -1.787
26 H -1.213 -2.788 -0.226
27 H -7.314 -0.736 2.951
28 H -6.703 0.369 5.088
29 H -4.427 1.198 5.482
30 H -2.657 0.933 3.747
31 H -2.327 -0.231 1.108
32 Se -0.748 -4.579 -0.623
33 S 2.847 2.680 -3.517
34 P 1.044 2.394 -2.773
35 S 0.476 0.605 -2.140
36 C -0.227 2.964 -3.990
37 C 0.110 3.922 -4.940
38 C -0.826 4.334 -5.877
39 C -2.102 3.787 -5.875
40 C -2.441 2.827 -4.933
41 C -1.505 2.414 -3.994
42 C 0.731 3.601 -1.407
43 C -0.331 3.394 -0.533
44 C -0.557 4.278 0.511
45 C 0.272 5.378 0.683
46 C 1.336 5.584 -0.183
47 C 1.570 4.693 -1.222
48 H 1.116 4.324 -4.942
49 H -0.561 5.086 -6.612
50 H -2.828 4.105 -6.614
51 H -3.436 2.399 -4.930
52 H -1.752 1.650 -3.267
53 H -0.963 2.525 -0.669
54 H -1.380 4.108 1.195
55 H 0.098 6.068 1.500
56 H 1.992 6.436 -0.044
57 H 2.415 4.823 -1.887
58 C 2.331 1.413 1.112
59 C 1.746 0.237 1.903
60 C 2.168 0.410 3.370
61 C 0.219 0.393 1.818
62 Si 2.244 -1.535 1.149
63 C 2.052 -2.919 2.539
64 C 3.068 -2.840 3.689
65 C 2.172 -4.320 1.920
66 C 0.630 -2.845 3.113
67 C 4.096 -1.469 0.489
68 C 5.086 -0.814 1.462
69 C 4.120 -0.699 -0.838
70 C 4.615 -2.879 0.185
71 H 1.935 2.358 1.507
72 H 2.056 1.357 0.059
73 H 3.418 1.466 1.183
74 H 1.953 1.433 3.709
75 H 3.240 0.240 3.499
76 H 1.625 -0.274 4.024
77 H -0.086 1.351 2.264
78 H -0.307 -0.412 2.337
79 H -0.089 0.399 0.768
80 H 4.084 -3.012 3.324
81 H 2.850 -3.627 4.424
82 H 3.047 -1.881 4.208
83 H 3.161 -4.511 1.507
84 H 1.431 -4.479 1.131
85 H 1.980 -5.074 2.695
86 H 0.411 -1.894 3.602
87 H 0.489 -3.639 3.857
88 H -0.105 -3.015 2.319
89 H 4.849 0.235 1.634
90 H 6.105 -0.857 1.051
91 H 5.092 -1.321 2.430
92 H 3.766 0.326 -0.738
93 H 3.490 -1.189 -1.584
94 H 5.144 -0.661 -1.234
95 H 4.805 -3.444 1.099
96 H 5.561 -2.815 -0.367
97 H 3.904 -3.441 -0.427

Results
frontier orbital gap: 0.1771 Ha
largest force on an atom: 2.08 eV Å⁻¹
multiplicity: 1
HOMO: -1.004 eV
charge: -2
ΔE to the lowest compared entry with this formula, charge and spin: 2.775 eV

Löwdin population analysis, charges in e, atoms 1 to 2:
1 Mg 0.3821
2 C -0.0785

=====

Below is a molecular structure, C38H49BEuF3N7O4S3Se at a distorted geometry, with properties calculated with the ωB97M-V functional and the def2-TZVPD basis.

CARTESIAN COORDINATES (ANGSTROEM)
1 Eu 11.558 14.083 11.894
2 C 10.060 11.013 16.588
3 C 11.400 10.673 15.910
4 C 11.113 10.084 14.537
5 C 12.079 9.600 16.742
6 N 12.207 11.932 15.866
7 C 13.462 12.135 16.464
8 C 13.759 13.443 16.289
9 N 12.754 14.080 15.551
10 B 12.674 15.719 15.475
11 N 11.270 16.337 15.132
12 C 10.471 16.640 16.234
13 C 9.428 17.397 15.899
14 N 9.457 17.539 14.498
15 C 10.597 16.914 14.054
16 S 11.034 16.863 12.457
17 C 8.573 18.483 13.707
18 C 9.437 19.635 13.140
19 C 7.884 17.713 12.552
20 C 7.451 19.061 14.532
21 N 13.860 16.353 14.586
22 C 14.396 17.538 15.043
23 C 15.610 17.718 14.502
24 N 15.860 16.690 13.640
25 C 14.704 15.913 13.593
26 S 14.453 14.676 12.533
27 C 17.196 16.372 12.993
28 C 17.027 16.226 11.497
29 C 18.228 17.441 13.289
30 C 17.686 15.030 13.575
31 C 11.830 13.128 15.278
32 S 10.394 13.228 14.367
33 H 9.526 10.093 16.846
34 H 9.369 11.611 15.954
35 H 10.246 11.544 17.540
36 H 10.760 9.034 14.705
37 H 12.045 10.049 13.971
38 H 10.382 10.666 13.913
39 H 11.444 8.691 16.762
40 H 12.231 9.979 17.777
41 H 13.106 9.397 16.382
42 H 14.026 11.348 16.936
43 H 14.561 14.039 16.689
44 H 12.930 16.070 16.615
45 H 10.744 16.447 17.268
46 H 8.656 17.795 16.570
47 H 10.218 19.249 12.470
48 H 9.968 20.146 13.962
49 H 8.750 20.341 12.568
50 H 8.587 17.456 11.731
51 H 7.016 18.332 12.179
52 H 7.456 16.813 13.002
53 H 7.842 19.531 15.447
54 H 6.728 18.297 14.879
55 H 6.885 19.819 13.942
56 H 13.844 18.096 15.768
57 H 16.311 18.459 14.740
58 H 16.530 17.103 11.030
59 H 16.456 15.301 11.271
60 H 18.057 16.117 11.016
61 H 17.806 18.432 13.112
62 H 19.100 17.252 12.603
63 H 18.625 17.469 14.343
64 H 16.907 14.221 13.381
65 H 17.868 15.185 14.684
66 H 18.688 14.780 13.122
67 O 9.527 13.252 10.728
68 C 9.462 12.252 9.976
69 C 10.567 11.455 9.504
70 C 10.190 10.240 8.953
71 C 11.138 9.314 8.706
72 C 12.538 9.524 8.785
73 C 12.929 10.741 9.275
74 C 11.966 11.664 9.745
75 O 12.423 12.732 10.342
76 N 10.746 7.935 8.446
77 O 9.541 7.669 8.501
78 O 11.676 7.123 8.235
79 H 8.463 11.932 9.630
80 H 9.146 9.989 8.793
81 H 13.240 8.752 8.487
82 H 13.970 11.019 9.387
83 F 15.418 17.519 7.373
84 C 14.391 17.243 8.250
85 F 14.364 15.891 8.527
86 F 14.708 17.838 9.446
87 C 7.620 21.786 7.335
88 C 8.075 20.403 7.179
89 C 9.410 20.157 6.810
90 C 9.982 18.921 6.860
91 C 11.480 18.740 6.631
92 C 9.199 17.836 7.281
93 Se 9.946 16.176 7.752
94 C 7.798 18.012 7.502
95 C 6.874 16.869 7.797
96 C 7.293 19.304 7.399
97 H 8.441 22.495 7.207
98 H 7.163 21.923 8.361
99 H 6.796 22.056 6.644
100 H 10.024 20.965 6.442
101 H 11.954 19.619 7.063
102 H 11.737 18.625 5.572
103 H 11.898 17.877 7.171
104 H 7.261 16.167 8.547
105 H 6.665 16.302 6.875
106 H 5.945 17.348 8.138
107 H 6.217 19.483 7.669

Results
frontier orbital gap (spin up / spin down): 0.1733 / 0.1403 Ha
largest force on an atom: 3.81 eV Å⁻¹
multiplicity: 7
<S²>: 12.02
HOMO (spin up / spin down): -2.924 / -2.863 eV
charge: -1

Löwdin population analysis, charges in e, atoms 1 to 2:
1 Eu 1.2072
2 C -0.0784